Record 1
A structure of composition C26H80CoO15, computed with wB97M-V/def2-TZVPD.

Output
Frontier orbital gap (spin up / spin down), hartree: 0.3475 / 0.3351
HOMO level (spin up / spin down), eV: -9.11 / -8.78
<S²>: 3.755
E_LUMO (spin up / spin down), eV: 0.347 / 0.342

Structure (ORCA input):
```
! RIJCOSX wB97M-V def2-TZVPD def2/J DEFGRID3
* xyz 0 4
Co 0.36909 2.39076 -0.00128
O -0.18358 0.43489 -0.21138
H 0.63583 -0.06423 -0.39567
O 0.61037 4.34513 0.01460
H 0.75250 5.13414 -0.54378
C -4.52254 -0.31470 1.32150
C -3.03561 -0.55576 0.98683
O -2.72603 0.07810 -0.22754
H -4.68644 0.75116 1.48022
H -4.74806 -0.92298 2.19742
H -5.18826 -0.65603 0.52878
H -2.79443 -1.61206 0.86785
H -2.39577 -0.13555 1.76280
H -1.76998 0.16429 -0.23927
C 3.42959 -1.36360 3.93835
C 4.45210 -2.37145 3.39707
O 5.58624 -2.47809 4.24068
H 3.93683 -0.50372 4.37586
H 2.73304 -1.83380 4.63248
H 2.86293 -0.98963 3.08562
H 4.72662 -1.97593 2.41916
H 3.93580 -3.32797 3.31572
H 5.85570 -1.56708 4.37871
C -4.13039 3.18828 0.19319
C -2.77336 3.27410 0.84999
O -1.88721 2.67810 -0.04228
H -4.28725 2.18705 -0.20809
H -4.26206 3.85452 -0.65939
H -4.89228 3.45731 0.92480
H -2.70924 2.68112 1.76233
H -2.54102 4.26815 1.23206
H -2.19932 1.79624 -0.25797
C 1.60843 1.69286 3.85407
C 0.18372 1.47755 3.21782
O 0.14868 2.36572 2.16202
H 1.66349 2.72622 4.19644
H 2.44335 1.45615 3.19454
H 1.73800 1.07614 4.74343
H -0.57965 1.70783 3.96102
H -0.03884 0.48692 2.82131
H -0.09125 3.23317 2.49603
C 2.91882 -4.28491 -2.70020
C 2.63779 -2.79606 -2.76334
O 1.85638 -2.51189 -3.92672
H 3.48394 -4.74487 -3.51086
H 2.00937 -4.86454 -2.54194
H 3.44052 -4.43861 -1.75558
H 3.47735 -2.10913 -2.65670
H 1.93795 -2.46206 -1.99732
H 1.15860 -1.95152 -3.57933
C -1.79356 -3.91995 5.47924
C -0.72292 -3.70903 4.40939
O -0.72799 -2.41587 3.96771
H -2.80712 -3.77476 5.10544
H -1.63735 -3.20300 6.28527
H -1.81040 -4.96369 5.79294
H -0.89397 -4.39497 3.57974
H 0.22913 -3.98699 4.86155
H -0.35002 -2.35574 3.08730
C -1.42847 -1.60953 -4.35793
C -1.07238 -1.73625 -2.85644
O -0.00313 -0.86553 -2.58926
H -2.31427 -2.16033 -4.67427
H -0.62577 -1.92022 -5.02670
H -1.85212 -0.61621 -4.50611
H -0.74100 -2.73903 -2.58681
H -1.86110 -1.52009 -2.13582
H -0.24782 -0.34885 -1.81804
C 3.40518 -0.15971 0.47996
C 3.22607 1.04136 -0.41891
O 2.44921 1.96944 0.25755
H 4.18615 -0.83170 0.12410
H 2.48325 -0.74121 0.48085
H 3.62616 0.09152 1.51734
H 2.79017 0.75172 -1.37504
H 4.17887 1.51941 -0.64637
H 3.02545 2.36275 0.91699
C -4.78126 -1.68399 -2.15301
C -5.04592 -2.98344 -2.85552
O -5.76952 -3.87154 -2.04296
H -5.68775 -1.21891 -1.76562
H -4.46222 -0.93508 -2.87789
H -3.95388 -1.80327 -1.45350
H -4.18047 -3.51799 -3.24713
H -5.66696 -2.78690 -3.72946
H -6.66329 -3.53531 -1.94443
C 3.60667 0.72555 -5.89876
C 2.18081 0.83666 -5.45885
O 2.11601 0.83095 -4.00246
H 3.66518 0.78087 -6.98578
H 4.09789 -0.18766 -5.56285
H 4.27152 1.48482 -5.48695
H 1.60508 0.02671 -5.90676
H 1.73124 1.77449 -5.78512
H 1.82961 -0.03084 -3.69118
C 1.41062 -3.76333 1.06914
C 0.26268 -2.91532 0.54811
O 0.21776 -1.78079 1.42619
H 1.29800 -4.11217 2.09565
H 2.31187 -3.15160 1.02868
H 1.56679 -4.64960 0.45412
H -0.68623 -3.44498 0.63253
H 0.29646 -2.57140 -0.48566
H 0.11822 -1.02860 0.83805
C 0.18377 6.80326 4.12827
C 0.64138 5.75374 3.12415
O -0.44092 5.27839 2.33016
H -0.25169 7.64337 3.58728
H 1.03324 7.15346 4.71468
H -0.53760 6.40494 4.84175
H 0.95020 4.90962 3.74075
H 1.44729 6.11932 2.48779
H -0.14984 4.99386 1.46073
C -1.32518 2.19984 -3.93115
C -0.32950 3.04281 -3.13007
O 0.47459 2.20687 -2.31280
H -1.92389 2.85913 -4.55963
H -1.98774 1.66648 -3.24950
H -0.83192 1.45102 -4.55087
H -0.80719 3.82263 -2.53695
H 0.31817 3.71940 -3.68761
H 0.98771 1.65102 -2.90385
*
```

---

Record 2
A structure of composition C26H81N3O13, computed with wB97M-V/def2-TZVPD.

Output
Frontier orbital gap, hartree: 0.3147
HOMO level, eV: -8.17
E_LUMO, eV: 0.397
Relative energy (zero: lowest compared OMol25 entry of this formula, charge and spin), eV: 30.2834

Structure (ORCA input):
```
! RIJCOSX wB97M-V def2-TZVPD def2/J DEFGRID3
* xyz 0 1
C 0.29823 -1.06781 0.03067
C -0.06706 0.04020 -0.98639
C 1.06754 0.46183 -1.87191
O -1.16938 -0.41344 -1.75561
H 1.20105 -0.89558 0.61664
H 0.41635 -2.07229 -0.37574
H -0.44112 -1.13521 0.82874
H -0.43893 0.93747 -0.49169
H 1.96356 0.73652 -1.31531
H 0.78865 1.25484 -2.56577
H 1.56727 -0.31284 -2.45351
H -1.79552 -0.55533 -1.04189
C -3.17800 1.66433 -3.16868
C -2.94666 2.65516 -2.09534
C -1.51754 3.03800 -1.86090
O -3.63547 3.81407 -2.41267
H -2.48235 0.84274 -2.99792
H -2.93517 2.08113 -4.14613
H -4.16869 1.21048 -3.14299
H -3.29563 2.22978 -1.15440
H -0.88303 2.16683 -1.69795
H -1.35685 3.71168 -1.01921
H -1.07987 3.63285 -2.66258
H -4.53815 3.53435 -2.24382
C 0.23051 -3.52139 0.88605
C 1.43215 -3.86130 1.70350
C 1.07315 -3.83650 3.22296
O 0.46820 -2.61068 3.69744
C 0.24689 -2.63605 5.11136
N 2.04833 -5.13581 1.36299
H -0.20802 -2.54145 1.07444
H -0.54182 -4.26749 1.07300
H 0.37296 -3.64410 -0.18761
H 2.14741 -3.05936 1.52073
H 1.95510 -4.02918 3.83382
H 0.45628 -4.71325 3.42015
H -0.42207 -3.45957 5.36118
H -0.19205 -1.71674 5.49904
H 1.18572 -2.81046 5.63698
H 2.89854 -5.18394 1.90606
H 2.44038 -5.06317 0.43502
C 2.71682 4.21579 0.20710
C 1.21873 3.94206 0.00863
C 0.93783 3.00881 -1.15595
O 1.60747 3.47032 -2.39371
C 0.94205 4.52212 -3.12747
N 0.68020 3.46937 1.27088
H 2.94252 4.80677 1.09474
H 3.11746 4.86827 -0.56869
H 3.28234 3.28655 0.27632
H 0.78235 4.92114 -0.18906
H -0.12873 2.81154 -1.26385
H 1.30937 2.00308 -0.95960
H 1.11212 5.50415 -2.68611
H -0.11920 4.30493 -3.24856
H 1.44049 4.52662 -4.09683
H -0.32298 3.44690 1.15583
H 0.72208 4.25400 1.90546
C -1.22977 -0.70946 2.56359
C -1.70064 -1.75393 3.53638
C -3.17011 -1.71176 3.83537
O -3.48184 -0.57520 4.69181
C -4.83522 -0.41775 4.88371
N -1.46207 -2.97822 2.79611
H -1.40497 0.28281 2.97930
H -1.87494 -0.82140 1.69220
H -0.17298 -0.81444 2.31812
H -1.23937 -1.69395 4.52215
H -3.56186 -2.63299 4.26662
H -3.72947 -1.69351 2.90002
H -5.21200 -1.34507 5.31524
H -5.40123 -0.12516 3.99933
H -4.95101 0.36707 5.63121
H -0.48269 -3.14086 2.61046
H -1.70235 -3.76978 3.37559
C -3.36955 -0.73002 -1.10305
O -2.46669 -0.71349 0.03848
H -3.31784 -1.74654 -1.49305
H -4.42899 -0.64425 -0.86155
H -3.01378 -0.08727 -1.90828
H -2.68230 -1.44799 0.61781
C 3.22720 -1.58353 0.24707
O 3.60297 -2.87137 -0.22537
H 4.12374 -0.96376 0.26117
H 2.58374 -1.06309 -0.46230
H 2.75898 -1.62153 1.23065
H 4.05853 -2.78358 -1.06582
C -1.14064 -3.08283 -1.44061
O -1.37195 -3.65260 -0.21848
H -1.81846 -2.25745 -1.65835
H -0.15166 -2.69597 -1.68627
H -1.27264 -3.92903 -2.11486
H -1.01750 -4.53907 -0.31917
C 2.18890 1.04967 0.96009
O 2.39081 2.29672 1.57878
H 2.45412 0.27136 1.67563
H 1.16712 1.00034 0.58374
H 2.77515 1.03663 0.04127
H 1.76425 2.92766 1.21693
C 2.78872 0.52698 -3.86865
O 3.55543 0.01088 -2.81175
H 2.09968 -0.25698 -4.18286
H 2.18143 1.32386 -3.43939
H 3.30445 0.86258 -4.76837
H 3.95472 0.80416 -2.44723
C -2.29998 1.61876 0.73577
O -1.53041 2.78591 0.93975
H -2.95871 1.89133 -0.08878
H -1.62320 0.77877 0.57928
H -2.90095 1.55391 1.64281
H -1.14463 2.71669 1.81609
C 0.04986 -1.75744 -3.91246
O -1.19829 -1.59915 -3.34660
H 0.65427 -0.86341 -3.75914
H 0.58087 -2.51062 -3.33036
H 0.05977 -1.97704 -4.98006
H -1.03573 -0.99026 -2.62243
C 3.81411 2.40902 -1.48838
O 4.65226 1.59926 -2.34758
H 4.35528 2.63774 -0.57027
H 3.56678 3.37142 -1.93639
H 2.87737 1.86608 -1.36261
H 5.56016 1.72996 -2.06433
*
```

---

Record 3
A cluster of 12 separate species, C26H83N7O11 in total, computed with wB97M-V/def2-TZVPD.

Output
Frontier orbital gap, hartree: 0.2679
HOMO level, eV: -7.82
E_LUMO, eV: -0.529
Relative energy (zero: lowest compared OMol25 entry of this formula, charge and spin), eV: 0.0000

Structure (ORCA input):
```
! RIJCOSX wB97M-V def2-TZVPD def2/J DEFGRID3
* xyz 0 1
N -3.11947 -2.22731 0.44912
H -2.62625 -3.02318 0.82784
H -3.85001 -1.97089 1.09770
H -3.52053 -2.45757 -0.44879
H -2.49473 -1.43896 0.35802
C 0.24223 1.64211 0.60325
C -0.90764 0.82120 0.03064
O -1.46754 -0.02451 0.98960
H 0.76230 2.12823 -0.22217
H 0.93029 1.07302 1.22841
H -0.12094 2.42770 1.26586
H -0.57911 0.25110 -0.83836
H -1.70529 1.44289 -0.37598
O 0.35950 -2.41574 0.74747
H -0.15193 -3.06006 1.23689
H -0.21940 -1.65720 0.67178
O 0.23839 0.16996 4.39984
H 0.59905 1.00509 4.69768
H 0.90616 -0.18400 3.81244
O -1.69328 -1.44215 3.38619
H -1.70706 -1.07127 2.50387
H -1.58702 -2.38351 3.24919
O -1.93196 1.31205 3.40805
H -1.93446 2.24158 3.17957
H -1.76242 0.86195 2.58047
C 3.83901 3.42711 3.47191
C 3.14847 2.39186 4.37899
C 3.59188 2.45622 5.79990
O 3.45050 3.72298 6.43560
C 3.10074 3.65122 7.77997
N 1.69518 2.61249 4.19252
H 3.43796 3.49314 2.46053
H 4.90831 3.21762 3.44367
H 3.78092 4.43289 3.88802
H 3.36448 1.40171 3.97770
H 4.60248 2.10073 6.00093
H 2.96661 1.71244 6.29380
H 3.94503 3.31923 8.38416
H 2.28297 2.95508 7.96639
H 2.90842 4.64625 8.18124
H 1.53095 3.13283 3.34260
H 1.47363 3.34634 4.85017
C 0.40577 2.51502 -3.43260
C -0.96361 2.74715 -4.07510
C -1.65132 4.12896 -3.74132
O -0.85671 5.24568 -4.21603
C -1.42364 6.50115 -3.94242
N -0.76609 2.62917 -5.51249
H 0.51260 2.75302 -2.37428
H 1.17061 3.09901 -3.94454
H 0.60409 1.45027 -3.55538
H -1.65706 1.94234 -3.83116
H -1.84829 4.11964 -2.66930
H -2.59852 4.16948 -4.27916
H -2.37934 6.58503 -4.45982
H -0.80693 7.33040 -4.28898
H -1.54934 6.69663 -2.87748
H -0.28133 1.76285 -5.69854
H -0.11679 3.34553 -5.80460
C -5.36593 2.16001 0.94648
C -5.45414 1.36101 -0.35276
C -5.10369 2.14489 -1.58662
O -5.63598 1.57940 -2.80591
C -5.01666 2.03810 -4.02182
N -4.50958 0.26733 -0.13837
H -5.48476 1.53721 1.83310
H -6.12222 2.94490 0.95458
H -4.43619 2.70950 1.09395
H -6.42219 0.86304 -0.40752
H -4.02314 2.28019 -1.63362
H -5.62122 3.09928 -1.48966
H -3.97864 2.29408 -3.80948
H -5.56201 2.91735 -4.36477
H -5.15898 1.29393 -4.80543
H -4.90811 -0.21309 0.65564
H -3.67689 0.70749 0.22631
C -1.97725 -5.55111 -4.07537
C -1.24090 -4.18900 -3.80331
C -1.33616 -3.53240 -2.48054
O -0.85945 -2.15941 -2.34883
C -1.26295 -1.28961 -3.41167
N 0.20288 -4.47376 -4.01572
H -3.04274 -5.50427 -3.85036
H -1.58487 -6.30207 -3.38966
H -1.88528 -5.81327 -5.12937
H -1.59071 -3.50200 -4.57388
H -0.93282 -4.06595 -1.61988
H -2.38043 -3.45694 -2.17738
H -0.92480 -0.28096 -3.17424
H -2.32343 -1.24123 -3.65893
H -0.86328 -1.52199 -4.39878
H 0.79033 -3.72445 -3.67876
H 0.41710 -4.52163 -5.00157
C 3.49914 -1.71037 4.36023
C 2.47419 -2.28996 3.42426
C 1.60554 -3.37818 4.00088
O 2.41736 -4.50082 4.36252
C 2.73089 -5.24940 3.19925
N 1.85591 -1.16201 2.79145
H 3.09160 -1.37673 5.31453
H 3.99669 -0.85640 3.90059
H 4.29731 -2.45117 4.40769
H 3.04750 -2.68637 2.58624
H 0.75932 -3.65362 3.37150
H 1.20891 -2.95812 4.92519
H 3.06831 -6.26585 3.40191
H 3.62680 -4.80660 2.76406
H 1.97854 -5.29141 2.41166
H 1.26945 -1.48946 2.03717
H 2.54164 -0.63501 2.26977
C 3.12163 0.49066 -2.53082
C 2.56668 -0.84211 -2.07973
C 3.37022 -2.03333 -2.60548
O 2.78738 -3.31815 -2.26163
C 3.39991 -4.38529 -3.01461
N 2.49864 -0.71231 -0.62316
H 3.06129 0.63780 -3.60916
H 4.19383 0.51473 -2.33612
H 2.64850 1.34388 -2.04475
H 1.55249 -0.92406 -2.47064
H 4.37860 -1.96295 -2.19764
H 3.36408 -1.98256 -3.69428
H 4.47562 -4.29305 -3.16447
H 2.90803 -4.46839 -3.98376
H 3.26180 -5.31428 -2.46143
H 2.14451 -1.63124 -0.39898
H 1.59193 -0.27488 -0.54177
*
```

---

For each record above, in turn, the calculated maximum force values are 2.91 10.44 3.02 eV/A.
For each record above, in turn, the calculated total energy values are -96596.769 -59329.132 -61254.337 eV.